1.
The following is a quantum chemistry calculation of a 2-piece molecular cluster, C4H13NO3 overall at a distorted geometry, from OMol25.

As for the multiplicity: 1. Its LUMO energy is 0.67 eV. The charge is 0. Its SMILES is C[C@H](CO)NCO.O. As for the energy above the lowest of the compared OMol25 structures with the same formula, charge and spin: 236.5 kJ/mol. As for the HOMO-LUMO gap: 10.166 eV. The calculation puts the HOMO energy at -9.493 eV. The energy comes out at -440.62513 hartree.

Atoms and positions in Å:
1 C -0.53145 1.51164 -1.26967
2 C -0.23991 0.63106 -0.02438
3 C 1.24160 0.71501 0.38935
4 O 1.65231 -0.17599 1.37380
5 N -0.63835 -0.74693 0.06638
6 C -1.86593 -1.05123 0.83220
7 O -2.87299 -1.26639 -0.16153
8 H -1.56903 1.34853 -1.56562
9 H -0.49805 2.54780 -0.88870
10 H 0.06451 1.40243 -2.18335
11 H -0.77510 1.14434 0.86027
12 H 1.54045 1.78420 0.59207
13 H 1.97492 0.68186 -0.44503
14 H 1.33390 -1.08051 1.26698
15 H -0.79462 -1.17365 -0.85763
16 H -1.69472 -1.99319 1.33794
17 H -2.19676 -0.31700 1.59239
18 H -3.63011 -0.68215 -0.05605
19 O 3.47461 -1.11654 -0.56376
20 H 2.55066 -1.37305 -0.64218
21 H 3.47405 -0.79021 0.34652

Atomic forces in eV per Å
-0.77 -0.04 0.76
0.39 1.58 1.81
1.27 1.69 -1.89
0.50 0.39 1.43
-0.86 -0.64 -0.10
0.22 -0.13 -1.30
-0.62 -0.10 0.34
-0.07 -0.01 -0.02
0.24 -0.29 -0.53
0.29 -0.20 0.53
0.55 -0.60 -1.31
-0.82 -0.87 1.18
-0.86 -0.93 -0.45
-0.61 0.40 -0.53
0.18 0.26 0.60
-0.14 -0.28 0.13
0.66 0.02 -0.59
0.15 0.01 0.14
0.06 -0.21 0.20
0.03 -0.13 -0.36
0.21 0.08 -0.04

Atom charges from the Mulliken analysis, given in e for atoms 1 to 4: -1.44, 0.70, -0.91, -0.61

***

2.
The following is a quantum chemistry calculation of a 2-piece molecular cluster, C4H13NO3 overall at a distorted geometry, from OMol25.

As for the multiplicity: 1. Its LUMO energy is 0.40 eV. The charge is 0. Its SMILES is OCCCNCO.O. As for the energy above the lowest of the compared OMol25 structures with the same formula, charge and spin: 303.9 kJ/mol. As for the HOMO-LUMO gap: 9.689 eV. The calculation puts the HOMO energy at -9.291 eV. The energy comes out at -440.59945 hartree.

Atoms and positions in Å:
1 O 0.70996 -2.91251 1.11304
2 C -0.59546 -2.48240 1.44111
3 C -1.18896 -1.59148 0.29646
4 C -0.63324 -0.15205 0.49765
5 N -0.07599 0.33308 -0.81409
6 C -0.10212 1.79424 -0.76214
7 O -1.46105 2.07532 -1.16315
8 H 1.36294 -2.32325 0.73121
9 H -0.37228 -1.85920 2.34491
10 H -1.31061 -3.23812 1.69474
11 H -1.01429 -2.13813 -0.67434
12 H -2.29698 -1.42208 0.37410
13 H -1.33432 0.62250 0.81500
14 H 0.03772 -0.14371 1.36817
15 H 0.80512 -0.14108 -0.95316
16 H -0.00651 2.30078 0.23140
17 H 0.54661 2.38100 -1.39776
18 H -1.90916 1.25438 -1.39086
19 O 2.59644 2.42957 -1.31064
20 H 3.12075 2.94255 -1.92945
21 H 3.12143 2.27058 -0.51221

Atomic forces in eV per Å
0.13 -2.49 -0.23
0.65 3.19 -0.20
-0.88 0.20 1.30
0.51 -0.37 -1.58
0.42 0.51 2.13
-1.76 0.31 -0.48
-0.19 1.06 0.18
-0.78 0.71 0.07
-1.23 -0.29 -0.37
0.43 -1.17 0.03
0.18 1.11 0.82
0.77 -0.87 0.08
-0.68 -0.59 -0.32
0.71 -0.07 -0.50
0.38 0.51 -0.28
0.17 -0.90 -0.18
0.13 -0.84 -0.40
0.45 -0.08 -0.06
0.28 -0.21 0.30
0.28 0.02 0.16
0.03 0.26 -0.47

Atom charges from the Mulliken analysis, given in e for atoms 1 to 4: -0.55, -0.49, -0.49, -0.82

***

3.
The following is a quantum chemistry calculation of a 3-piece molecular cluster, C4H13NO3 overall at a distorted geometry, from OMol25.

As for the multiplicity: 1. Its LUMO energy is 0.53 eV. The charge is 0. Its SMILES is CC(C)C(N)=O.O.O. As for the energy above the lowest of the compared OMol25 structures with the same formula, charge and spin: 71.6 kJ/mol. As for the HOMO-LUMO gap: 10.471 eV. The calculation puts the HOMO energy at -9.944 eV. The energy comes out at -440.68793 hartree.

Atoms and positions in Å:
1 C -0.75494 -0.18365 1.75313
2 C -0.59061 -0.13008 0.22385
3 C -0.73596 1.31440 -0.27337
4 C 0.56490 -0.91688 -0.30723
5 N 1.81024 -0.39465 -0.06188
6 O 0.42321 -2.00050 -0.84030
7 H 0.22730 0.06915 2.16683
8 H -1.47740 0.53735 2.10698
9 H -0.79855 -1.16225 2.22521
10 H -1.47933 -0.62869 -0.17724
11 H -1.79076 1.54260 -0.44076
12 H -0.30327 1.42606 -1.27345
13 H -0.34870 2.10395 0.36799
14 H 1.90358 0.56128 0.21747
15 H 2.56613 -0.97398 -0.35300
16 O 1.76386 4.93043 -0.40038
17 H 2.71790 4.74164 -0.36810
18 H 1.61499 5.40531 -1.19013
19 O -2.48054 -3.52747 -0.09229
20 H -2.45935 -3.52205 -1.05748
21 H -1.64712 -3.27615 0.24842

Atomic forces in eV per Å
2.25 -0.09 0.12
-2.23 0.15 0.24
0.05 0.16 -0.82
0.75 0.09 0.56
-1.21 -0.34 -0.17
-0.01 -0.15 -0.04
-0.01 0.82 0.12
-0.32 -0.15 0.12
-1.03 -0.34 -0.46
0.27 -0.23 -0.15
-0.03 -0.07 0.31
0.19 0.05 0.16
0.30 -0.15 0.16
0.32 0.09 0.06
0.63 0.12 -0.14
0.77 -1.03 1.48
-0.60 0.20 -0.10
-0.17 0.81 -1.37
-1.91 -0.54 -0.43
0.45 0.13 0.39
1.54 0.46 -0.01

Atom charges from the Mulliken analysis, given in e for atoms 1 to 4: -1.41, 0.96, -1.66, 0.26

***

4.
The following is a quantum chemistry calculation of C4H13NO3 as an isolated structure at a distorted geometry, from OMol25.

As for the multiplicity: 1. Its LUMO energy is -4.29 eV. The charge is 0. As for the energy above the lowest of the compared OMol25 structures with the same formula, charge and spin: 827.3 kJ/mol. As for the HOMO-LUMO gap: 3.210 eV. The calculation puts the HOMO energy at -7.505 eV. The energy comes out at -440.40011 hartree.

Atoms and positions in Å:
1 C -0.84187 2.31892 -0.42812
2 C -1.43632 1.48918 0.57431
3 N -0.72937 0.17404 0.47603
4 C 0.72053 0.23901 0.78270
5 C -0.88538 -0.51241 -0.80636
6 O -2.81029 1.29466 0.46471
7 H -0.58637 3.35137 -0.23370
8 H -0.94985 2.24434 -1.51168
9 H -1.14926 1.88220 1.55921
10 H 1.24201 0.80875 0.04151
11 H 0.95432 0.61876 1.76215
12 H 1.18806 -0.73675 0.69814
13 H -1.90567 -0.39236 -1.17616
14 H -0.64031 -1.56620 -0.66285
15 H -0.24557 -0.11738 -1.58810
16 H 2.18493 -2.33998 0.08369
17 H -3.18049 1.63622 -0.36356
18 O 2.99944 -2.16861 0.92117
19 H 1.17497 -3.12488 -1.12947
20 H 3.43328 -2.85994 1.42609
21 O 1.46325 -2.23895 -0.88971

Atomic forces in eV per Å
-1.64 1.08 -0.81
0.03 -0.13 0.56
1.34 1.38 -2.02
0.61 -0.62 0.33
-1.22 0.24 -0.01
-0.40 -0.10 0.11
1.09 -0.18 0.82
0.19 -1.19 0.19
-0.45 -0.14 -0.07
0.37 0.35 -0.33
-0.36 0.29 0.47
-0.39 -0.38 0.16
-0.14 -0.19 0.34
0.36 -0.09 -0.01
0.56 -0.24 0.12
0.78 -0.30 0.12
0.32 -0.12 0.22
-0.07 0.62 0.35
0.14 -0.05 -0.02
-0.34 -0.19 -0.33
-0.76 -0.04 -0.18

Atom charges from the Mulliken analysis, given in e for atoms 1 to 4: -0.55, 0.16, 0.09, -0.79

***

5.
The following is a quantum chemistry calculation of a 3-piece molecular cluster, C4H13NO3S2 overall at a distorted geometry, from OMol25.

As for the multiplicity: 1. Its LUMO energy is 0.19 eV. The charge is 0. Its SMILES is CNC(=O)CCSS.O.O. As for the energy above the lowest of the compared OMol25 structures with the same formula, charge and spin: 17.2 kJ/mol. As for the HOMO-LUMO gap: 9.377 eV. The calculation puts the HOMO energy at -9.192 eV. The energy comes out at -1237.05423 hartree.

Atoms and positions in Å:
1 C -1.56768 -0.58480 0.90153
2 N -0.16451 -1.04183 0.80327
3 C 0.96660 -0.24590 0.94465
4 O 2.06557 -0.64881 0.63625
5 C 0.70835 1.02457 1.76197
6 C -0.02715 2.12845 1.01158
7 S 1.18768 2.96767 -0.11119
8 S 1.55369 1.92967 -1.81581
9 H -2.06549 -1.54242 0.98481
10 H -1.90798 0.01469 0.07570
11 H -1.75110 0.03280 1.78380
12 H -0.02037 -1.74643 0.08774
13 H 0.24398 0.79939 2.73615
14 H 1.66161 1.45978 2.08564
15 H -0.92403 1.86856 0.44608
16 H -0.39071 2.97092 1.59958
17 H 2.59806 1.13466 -1.55385
18 O -2.15539 -1.98371 -1.48620
19 H -1.53468 -2.70664 -1.43018
20 H -1.70222 -1.47485 -2.17631
21 O 0.81431 -1.56847 -2.18259
22 H 0.67426 -1.36959 -3.12555
23 H 1.73717 -1.41771 -1.97708

Atomic forces in eV per Å
0.99 -0.50 0.83
0.52 1.24 -0.61
-1.59 -0.62 1.36
0.39 0.27 -0.52
0.29 0.61 0.75
0.35 0.08 -1.19
-0.08 0.58 0.35
-0.67 -0.06 -0.49
-0.86 0.40 -0.06
-0.13 -0.20 -0.63
0.28 -0.39 0.22
-0.04 0.06 0.18
-0.34 -0.34 -0.53
0.04 -0.31 -0.39
0.33 -0.44 -0.09
0.46 -0.02 0.48
0.13 -0.04 0.57
0.22 0.22 -0.80
0.14 -0.70 0.27
-0.38 0.25 0.24
-0.72 -0.17 -0.61
0.43 -0.06 0.61
0.26 0.13 0.05

Atom charges from the Mulliken analysis, given in e for atoms 1 to 4: -0.93, -0.13, 0.51, -0.60

***

6.
The following is a quantum chemistry calculation of a 2-piece molecular cluster, C4H13NOS overall at a distorted geometry, from OMol25.

As for the multiplicity: 2. Its LUMO energy (alpha / beta) is 2.78 / 3.34 eV. The charge is -1. As for the energy above the lowest of the compared OMol25 structures with the same formula, charge and spin: 178.9 kJ/mol. As for the HOMO-LUMO gap (alpha / beta): 1.953 / 8.791 eV. The calculation puts the HOMO energy (alpha / beta) at 0.822 / -5.447 eV. The energy comes out at -688.27564 hartree.

Atoms and positions in Å:
1 C 1.64675 0.53235 -0.04725
2 N 0.86573 -0.71067 -0.18124
3 C 0.35056 -1.17905 1.11350
4 C -0.87559 -0.50533 1.85139
5 S -2.50057 -0.57814 0.94914
6 C 1.09422 1.69171 -0.78416
7 H 2.67894 0.30303 -0.59401
8 H 1.90420 0.81806 0.92566
9 H 0.21208 -0.56866 -0.92821
10 H 0.24780 -2.25449 1.06839
11 H 1.14385 -0.96148 1.83826
12 H -0.76773 0.55046 2.20474
13 H -1.10063 -1.02280 2.76714
14 H -2.37111 -1.70095 0.21445
15 H 0.02952 1.72325 -0.53954
16 H 1.26780 1.51436 -1.93375
17 H 1.76703 2.56412 -0.61390
18 H -1.74904 -0.64773 -2.01000
19 H -2.32692 0.50670 -2.72567
20 O -1.51687 -0.07471 -2.57495

Atomic forces in eV per Å
2.69 -1.99 -3.25
0.46 0.90 1.71
-0.12 1.25 0.55
-0.55 -0.12 -0.94
0.13 0.73 0.00
0.74 0.22 -2.67
-1.49 0.46 1.34
0.03 -0.06 1.79
-0.77 -0.24 -0.07
-0.50 -0.24 0.09
0.29 -0.41 -0.19
0.33 -0.62 -0.84
0.45 -0.60 0.44
0.25 -0.27 0.02
0.06 0.96 -0.29
-0.94 0.21 2.02
-1.07 -0.14 0.31
-3.16 -6.99 6.92
1.39 -1.15 0.43
1.79 8.09 -7.35

Atom charges from the Mulliken analysis, given in e for atoms 1 to 4: -0.43, -0.46, -0.99, -1.13